{"formula": "C3H5IS", "method": "ωB97M-V with the def2-TZVPD basis set", "total_charge": 0, "total_energy_ha": -813.0872, "max_force_ev_per_a": 4.2, "molar_mass_g_mol": 200.0, "spin_multiplicity": 1, "smiles": "S=CI.C=C", "symbols": ["C", "C", "C", "S", "I", "H", "H", "H", "H", "H"], "coordinates": [[0.147, -0.990, -0.859], [-0.870, -1.497, -0.155], [0.324, 1.984, 0.817], [0.123, 2.654, -0.652], [1.863, 0.663, 1.362], [1.063, -1.450, -1.046], [0.158, -0.181, -1.455], [-1.722, -0.952, -0.069], [-0.468, 1.994, 1.556], [-0.619, -2.223, 0.501]]}



{"formula": "C3H5InO5", "method": "ωB97M-V with the def2-TZVPD basis set", "total_charge": 1, "total_energy_ha": -683.2760, "max_force_ev_per_a": 5.8, "molar_mass_g_mol": 235.9, "s2": 0.75, "spin_multiplicity": 2, "symbols": ["O", "C", "C", "O", "H", "H", "H", "H", "H", "In", "O", "C", "O", "O"], "coordinates": [[-1.875, -0.138, -1.148], [-0.542, -0.047, -1.311], [0.299, -1.267, -1.640], [1.465, -1.277, -0.876], [-2.130, -0.954, -0.665], [0.368, 2.503, 1.253], [-0.220, 0.937, -1.672], [0.543, -1.248, -2.723], [-0.327, -2.169, -1.478], [1.229, -0.165, 0.559], [0.794, 1.623, 1.427], [0.305, 0.965, 2.567], [0.657, -0.251, 2.470], [-0.566, 1.488, 3.237]]}



{"formula": "C3H5LiO4Ru", "method": "ωB97M-V with the def2-TZVPD basis set", "total_charge": 4, "total_energy_ha": -518.3627, "max_force_ev_per_a": 6.6, "molar_mass_g_mol": 213.1, "s2": 12.04, "spin_multiplicity": 7, "symbols": ["O", "C", "C", "O", "O", "C", "Ru", "H", "H", "H", "H", "Li", "O", "H"], "coordinates": [[0.441, -0.224, 0.265], [1.771, 0.077, 0.242], [-0.463, 0.750, 0.355], [2.549, -0.915, 0.261], [2.186, 1.240, 0.213], [-1.790, 0.430, -0.150], [4.036, 0.500, 0.214], [-0.075, 1.755, 0.145], [-2.570, 1.135, 0.236], [-1.601, 0.094, 1.130], [-1.891, 0.862, -1.182], [2.239, -2.781, 0.471], [-1.989, -1.423, -0.864], [-2.843, -1.499, -1.336]]}